Record 1
The following is a DFT calculation (ωB97M-V with the def2-TZVPD basis set) of a structure of composition C24H24N5RuS2.

Structure (XYZ):
```
56
Properties=species:S:1:pos:R:3:forces:R:3
Ru 0.299161 0.693597 0.654023 0.82 2.17 2.03
C -5.832624 -1.030866 -1.925054 -0.13 0.14 -0.06
C -4.384374 -0.956945 -1.574770 0.41 -0.04 0.13
C -3.393628 -1.183917 -2.532612 -0.19 0.06 0.22
C -2.062402 -1.099572 -2.206589 0.24 0.22 0.42
C -1.632259 -0.797112 -0.899040 -1.72 -0.51 0.00
N -0.297740 -0.693835 -0.613377 0.62 1.31 1.21
C 0.641841 -1.520274 -1.168703 1.20 -0.73 -1.17
C 0.364619 -2.887369 -1.370779 0.06 0.51 0.22
C 1.295637 -3.746684 -1.900818 0.28 0.12 -0.06
C 2.571210 -3.299009 -2.251172 -0.30 0.30 0.09
C 3.592081 -4.231476 -2.811865 0.14 -0.11 0.09
C 2.867244 -1.958800 -2.048896 -0.11 -0.16 0.10
C 1.934515 -1.062592 -1.537092 -0.96 -0.98 0.10
N 2.272072 0.301859 -1.503887 0.46 0.42 -0.42
C 3.185501 0.899681 -2.300480 -0.05 0.46 0.05
C 3.188107 2.239815 -2.001807 -0.01 -0.18 0.10
C 2.233974 2.388923 -0.994319 0.18 -0.01 -0.24
N 1.689619 1.213610 -0.709541 0.23 -0.03 -0.20
C -2.639556 -0.578737 0.077673 0.41 -0.32 -1.27
C -3.980957 -0.644967 -0.284968 0.05 0.04 -0.18
N -2.325938 -0.403138 1.436589 -0.35 -0.17 0.63
C -3.134178 -0.717846 2.473065 0.22 0.02 0.39
C -2.449792 -0.452922 3.633201 -0.03 0.08 -0.16
C -1.207279 0.029755 3.219731 -0.27 -0.15 0.10
N -1.148459 0.049691 1.895102 -0.31 -0.12 0.12
H -6.003242 -1.759875 -2.712528 -0.07 -0.06 -0.04
H -6.181904 -0.063213 -2.285700 -0.09 0.03 -0.05
H -6.432392 -1.298202 -1.059019 -0.09 -0.04 0.02
H -3.679617 -1.416594 -3.546332 -0.03 -0.05 -0.15
H -1.306741 -1.249949 -2.963046 0.06 -0.05 -0.06
H -0.608205 -3.253039 -1.078221 -0.10 -0.03 -0.01
H 1.042755 -4.786484 -2.037939 -0.05 -0.14 -0.02
H 3.118459 -5.020209 -3.390306 0.02 -0.06 -0.07
H 4.154829 -4.702394 -2.005395 0.07 -0.07 0.00
H 4.299508 -3.703550 -3.445882 0.06 -0.02 -0.08
H 3.856555 -1.607784 -2.296796 0.12 0.04 -0.02
H 3.741808 0.359805 -3.035680 0.04 -0.16 -0.15
H 3.789640 3.001732 -2.448222 0.14 0.17 -0.12
H 1.924851 3.286596 -0.487136 -0.09 -0.09 0.07
H -4.739382 -0.446324 0.456100 -0.08 0.03 0.08
H -4.110617 -1.129257 2.332455 -0.14 -0.11 -0.10
H -2.796865 -0.588540 4.635142 -0.08 -0.05 0.21
H -0.371509 0.343315 3.820436 0.06 0.04 -0.11
C 0.667540 4.854490 3.060440 -0.05 -0.01 0.29
C 0.796139 3.466342 2.519535 -2.23 0.72 -1.43
S -0.365497 3.046891 1.331260 2.39 -2.07 0.50
C 1.803941 2.634844 2.974636 1.54 -2.27 0.01
C 2.760224 3.110843 4.021137 0.18 0.10 -0.06
S 2.069317 1.035097 2.425924 -2.54 1.43 -1.16
H -0.274043 5.292845 2.750290 -0.05 0.11 -0.03
H 1.479364 5.481973 2.690739 0.07 0.03 -0.02
H 0.718058 4.858347 4.147980 0.02 0.07 0.07
H 2.233975 3.313208 4.953084 -0.05 0.06 0.09
H 3.248780 4.032215 3.705490 0.04 0.09 0.06
H 3.517874 2.356003 4.213942 0.02 0.04 0.03
```
Forces are in eV/Å.

Results
Frontier orbital gap (spin up / spin down) = 4.26 / 4.26 eV
LUMO energy (spin up / spin down) = -5.52 / -5.52 eV
Net charge = +1

Record 2
The following is a DFT calculation (ωB97M-V with the def2-TZVPD basis set) of a structure of composition C35H54Br14F2NO2S2.

Structure (XYZ):
```
110
Properties=species:S:1:pos:R:3:forces:R:3
C 5.672287 -1.108093 0.036174 -0.59 0.57 0.36
C 5.025016 -0.281818 -1.261173 0.15 0.08 2.37
S 3.383597 -1.163183 -1.643344 -0.05 0.71 0.37
C 2.285653 -0.731254 -0.143782 0.00 0.37 0.86
C 0.703713 -0.484286 -0.612930 -1.45 2.10 -0.78
C 0.348915 1.081249 -1.055207 -3.87 -2.39 0.59
S 1.590243 2.490921 -1.098112 -0.60 -1.35 -0.02
C -1.195263 1.424646 -1.485835 1.88 -3.66 1.78
C -1.547269 2.964759 -1.925070 -1.94 2.21 -6.07
O -1.959746 3.194601 -3.200988 2.85 -1.89 8.81
O -1.391774 4.136285 -1.009414 -1.30 -3.54 -1.82
C -2.585825 4.157773 -0.145940 -0.71 -0.58 1.04
C -2.311285 0.179395 -1.448518 3.03 -0.04 0.48
C -3.849408 0.590924 -1.839209 0.33 -0.22 0.92
C -4.245629 0.388091 -3.417004 -0.88 0.67 -0.76
C -3.007841 -0.070328 -4.391421 -0.61 0.72 0.61
F -3.476059 -0.093274 -5.821327 1.07 -0.16 3.44
C -1.820086 -1.363595 -1.029704 1.12 3.49 -1.15
C -2.889370 -2.627397 -1.005440 0.33 -0.74 1.22
C -3.522554 -2.642815 0.537256 0.75 -0.39 0.19
F -3.921495 -2.569642 -2.066862 2.40 0.46 2.40
N -0.347580 -1.602342 -0.638644 0.12 2.61 -0.64
C 0.178789 -2.983692 -0.195844 0.59 -3.23 1.46
C 0.205402 -3.269262 1.451296 1.62 -3.82 -3.26
C 0.780058 -4.764106 1.915732 -0.19 1.07 -4.39
C 1.288019 -5.879247 0.785237 -1.61 3.68 -1.96
C 1.190440 -5.547471 -0.835010 -1.12 3.03 2.55
C 0.631527 -4.082158 -1.332431 0.15 -0.53 4.33
H 5.027490 -0.765451 0.976594 1.49 -0.73 -1.88
H 5.508853 -2.272332 -0.049636 0.60 2.42 -0.08
H 6.791738 -0.801536 0.251779 -2.34 -0.77 -0.48
H 5.745221 -0.234897 -2.183250 -1.80 -0.16 1.65
H 4.729428 0.787200 -0.837787 0.85 -2.05 -1.34
H 2.777845 0.260090 0.303731 -1.66 -1.90 -1.08
H 2.399355 -1.545493 0.689082 -0.62 1.42 -1.78
H 1.642763 3.149415 0.148717 -0.75 -1.21 -0.88
H -3.569330 4.325938 -0.778531 2.05 -0.38 1.29
H -2.461927 5.022823 0.633687 -0.14 -1.63 -1.74
H -2.590060 3.120374 0.436633 -0.41 2.23 -1.06
H -4.570519 -0.026206 -1.125651 1.65 1.24 -1.70
H -4.019933 1.731190 -1.534331 0.65 -2.53 -0.64
H -5.183904 -0.333955 -3.447406 2.23 1.29 -0.20
H -4.642859 1.432357 -3.832544 0.94 -2.27 0.96
H -2.652117 -1.128005 -4.016340 -0.58 2.01 -1.38
H -2.160062 0.764394 -4.294747 -1.82 -2.02 -0.50
H -2.357353 -3.687435 -1.120435 -0.86 2.68 -0.14
H -3.418247 -3.752890 0.961380 -0.51 2.46 -1.07
H -2.806051 -1.985146 1.229558 -1.79 -1.27 -1.56
H -4.629851 -2.264713 0.586739 2.24 -0.65 -0.19
H -0.142876 -2.487247 2.253236 0.75 -1.61 -1.91
H 0.863700 -5.102069 3.052127 -0.49 1.34 -3.25
H 1.701283 -6.934523 1.091822 -0.97 2.41 -0.46
H 1.527071 -6.312146 -1.684714 -0.81 1.81 2.26
H 0.548126 -3.775386 -2.460782 0.23 -0.72 2.47
Br 1.420067 -6.115282 4.652112 0.38 -0.83 1.34
C 0.161087 -7.600433 4.771159 -0.12 -0.02 0.28
C 0.873932 -8.929787 4.683153 -0.01 -0.17 -0.11
Br 1.384113 -9.336612 2.844923 -0.01 0.02 0.11
H -0.581802 -7.453093 3.982439 0.23 -0.04 0.10
H -0.322317 -7.485774 5.745225 0.12 -0.05 -0.15
H 0.207937 -9.744759 4.979706 0.07 0.20 -0.02
H 1.785748 -8.974565 5.285035 -0.25 0.09 -0.14
Br 0.878170 5.346844 0.802846 0.05 0.20 0.10
C 2.476875 6.155557 1.574210 -0.08 0.19 0.35
C 3.026720 7.241308 0.678726 0.31 -0.01 -0.17
Br 3.983431 6.483784 -0.843031 -0.20 -0.07 0.15
H 3.186830 5.344884 1.759802 -0.13 0.25 -0.13
H 2.150873 6.572931 2.530846 0.08 -0.02 -0.17
H 3.770161 7.840667 1.211394 -0.16 -0.14 0.00
H 2.255704 7.902752 0.274122 0.13 -0.21 0.12
Br -2.479933 -6.282010 2.027043 0.03 -0.02 -0.10
C -3.738913 -7.767161 2.146090 -0.14 0.06 0.26
C -3.026068 -9.096515 2.058084 -0.09 -0.23 -0.22
Br -2.515887 -9.503340 0.219853 0.07 0.07 0.19
H -4.481802 -7.619821 1.357370 0.25 -0.12 0.16
H -4.222317 -7.652502 3.120156 0.09 -0.07 -0.15
H -3.692063 -9.911487 2.354637 0.06 0.21 -0.01
H -2.114252 -9.141293 2.659966 -0.20 0.09 -0.14
Br -2.742049 2.642049 3.449478 0.01 0.04 -0.10
C -1.674361 4.271413 3.549954 0.18 -0.16 0.12
C -2.195196 5.201110 4.621155 -0.05 0.28 -0.01
Br -3.802184 6.133118 4.026316 0.08 -0.13 0.05
H -1.675775 4.716034 2.550964 0.00 -0.06 0.38
H -0.662643 3.933772 3.790902 -0.17 0.10 -0.02
H -1.469907 5.991999 4.831203 -0.07 -0.18 -0.08
H -2.449120 4.690222 5.553996 0.09 0.04 -0.29
Br -6.869599 0.845061 0.020945 -0.23 0.02 0.09
C -8.013388 -0.676110 -0.406448 0.08 -0.12 0.20
C -7.612641 -1.309880 -1.718246 -0.25 -0.06 -0.23
Br -8.232857 -0.249002 -3.233090 0.15 -0.05 0.11
H -9.044630 -0.312626 -0.397005 0.28 -0.09 -0.10
H -7.872938 -1.378265 0.419920 -0.02 0.09 -0.16
H -8.093762 -2.284426 -1.838467 0.08 0.17 0.10
H -6.531420 -1.427130 -1.831781 -0.22 0.03 0.11
Br 3.676254 10.133013 -1.719641 0.08 0.10 -0.09
C 3.617747 10.410540 -3.649521 -0.16 0.18 0.07
C 2.952316 9.248239 -4.349043 0.07 -0.10 -0.23
Br 4.154370 7.716999 -4.472543 -0.11 0.06 0.01
H 4.646060 10.584122 -3.978327 -0.27 -0.15 0.06
H 3.037516 11.327039 -3.787337 0.06 -0.19 -0.01
H 2.714504 9.506457 -5.384630 0.06 0.03 0.20
H 2.044190 8.901791 -3.848085 0.26 0.15 -0.05
Br 7.583352 3.361794 -1.372943 0.07 -0.01 0.09
C 9.283480 2.462441 -1.047970 -0.05 0.07 -0.27
C 9.069914 1.075114 -0.488695 0.24 -0.09 0.17
Br 8.592843 1.141971 1.401495 -0.04 -0.01 -0.10
H 9.866873 3.111207 -0.388859 -0.17 -0.25 -0.10
H 9.770426 2.413340 -2.025775 -0.08 -0.06 0.18
H 9.997295 0.497037 -0.526937 -0.14 0.15 -0.03
H 8.278775 0.518236 -0.998267 0.17 0.24 0.06
```
Forces are in eV/Å.

Results
Frontier orbital gap = 6.58 eV
LUMO energy = -4.34 eV
Net charge = +1

Record 3
The following is a DFT calculation (ωB97M-V with the def2-TZVPD basis set) of a structure of composition C9H31AsF6O6.

Structure (XYZ):
```
53
Properties=species:S:1:pos:R:3:forces:R:3
O 1.563441 -1.271952 -0.182396 -0.04 0.23 -0.15
H 2.265591 -1.190805 0.534246 -0.42 0.11 -0.10
H 0.807020 -0.685441 0.095677 0.07 0.02 0.43
H 1.941590 -0.948098 -1.045655 0.15 -0.29 0.19
As 2.569314 -4.135845 2.667662 0.05 -1.09 0.87
F 3.836300 -4.818749 3.690229 -0.41 0.36 -0.76
F 3.791966 -3.112214 1.946845 -0.42 0.25 -0.26
F 1.264205 -3.427352 1.710776 0.43 0.09 0.07
F 1.471656 -5.194653 3.513045 -0.08 0.19 -0.62
F 2.215001 -2.912672 3.870875 0.29 0.14 -0.23
F 2.790804 -5.298813 1.365420 0.08 0.48 0.77
O 3.162210 -0.817821 -2.280531 0.14 0.29 -0.08
H 3.173395 -0.940474 -3.237704 -0.15 -0.12 0.13
H 3.976200 -0.339292 -2.080170 -0.09 -0.09 0.00
O 3.278447 -0.104318 1.510289 0.35 0.10 -0.36
H 4.163622 -0.099077 1.122766 0.01 -0.19 0.33
H 3.168268 0.774843 1.889026 -0.18 -0.12 -0.01
C 0.593192 0.889229 3.775038 -0.52 -0.91 0.58
C -0.099828 -0.077432 2.826197 -1.35 0.37 0.08
C -1.615428 -0.083252 3.064262 0.26 -0.07 1.66
O 0.097146 0.341436 1.460789 0.71 -0.47 -0.43
H 0.605449 0.453889 4.777996 0.05 -0.11 -0.07
H -0.039699 1.772810 3.887036 0.54 0.43 -0.32
H 1.638303 1.034570 3.512480 -0.09 0.42 -0.12
H 0.251132 -1.101225 2.962527 0.39 0.10 -0.45
H -2.054898 0.918036 3.108250 0.13 0.09 -0.63
H -1.761307 -0.410355 4.104328 -0.06 -0.30 -0.18
H -2.180766 -0.756593 2.428372 0.15 0.07 -0.25
H 0.022489 1.298474 1.430163 -0.09 -0.02 0.02
C -1.209963 3.130298 -2.619547 -0.75 -0.37 -0.66
C -0.109711 2.059681 -2.511742 -0.25 2.21 1.39
C 1.249275 2.670340 -2.775616 0.96 -0.28 -0.20
O -0.109398 1.583156 -1.137419 -0.13 -1.11 -0.71
H -1.414606 3.677763 -1.698085 0.38 -0.05 0.14
H -2.156302 2.655183 -2.886918 -0.06 0.00 0.13
H -1.033503 3.866834 -3.404175 0.23 -0.07 0.00
H -0.345691 1.237561 -3.181940 0.18 -0.25 0.22
H 1.958787 1.861992 -2.954766 0.14 0.07 -0.44
H 1.707695 3.190016 -1.929139 -0.63 0.04 0.32
H 1.253256 3.413463 -3.573077 -0.02 -0.39 -0.31
H -0.152791 2.353806 -0.566425 -0.04 0.15 -0.12
C -3.724960 0.238995 -0.791717 -0.51 -0.10 0.43
C -3.262496 -0.682516 -1.924016 -0.75 0.49 0.98
C -3.631790 -0.107893 -3.283558 0.43 0.76 0.58
O -1.869696 -0.903995 -1.731343 -0.11 -0.60 -0.51
H -3.665240 -0.232854 0.191826 0.54 -0.19 -0.12
H -4.791988 0.479043 -0.838902 0.15 0.28 -0.45
H -3.113352 1.145226 -0.765946 -0.19 0.15 -0.04
H -3.860672 -1.592118 -1.802766 0.79 -0.39 0.06
H -2.835602 0.587113 -3.564214 0.03 -0.17 -0.39
H -4.502902 0.526608 -3.115950 -0.28 -0.25 -0.44
H -3.804338 -0.863772 -4.042831 0.07 0.09 -0.12
H -1.468827 -0.050785 -1.519572 -0.05 0.01 0.14
```
Forces are in eV/Å.

Results
Frontier orbital gap = 9.78 eV
LUMO energy = -0.77 eV
ΔE to the lowest compared entry with this formula, charge and spin = 0.0 kcal/mol

Record 4
The following is a DFT calculation (ωB97M-V with the def2-TZVPD basis set) of a cluster of 9 separate species, C3H27N3O8 in total.

Structure (XYZ):
```
41
Properties=species:S:1:pos:R:3:forces:R:3
N -0.095145 2.834934 0.936082 0.81 0.42 1.37
C -1.449118 2.438822 0.588769 1.31 -2.67 -1.08
C -1.534967 0.867462 0.563953 -1.44 -0.13 0.26
N -0.599552 0.359558 -0.437470 -0.23 -0.67 -0.84
C -0.022776 -0.974563 -0.186096 1.35 1.35 0.61
N 0.875230 -0.858986 1.016418 -0.29 -0.31 0.00
H 0.591688 2.556022 0.238487 -0.61 -0.01 -0.03
H 0.280279 2.442051 1.820971 -0.69 0.43 -0.63
H -1.516860 2.690359 -0.460547 -0.75 0.66 -0.18
H -2.241317 2.818575 1.204423 -0.13 0.66 0.26
H -1.366694 0.555601 1.612450 0.73 -0.28 -0.47
H -2.561294 0.412658 0.406895 0.66 0.95 -0.16
H -1.074227 0.336780 -1.376034 0.43 -0.10 1.45
H 0.646752 -1.194431 -1.064785 -1.48 -0.17 1.11
H -0.721391 -1.768455 0.056298 -0.49 -0.07 -0.19
H 1.812930 -0.658704 0.750366 0.87 -0.30 -0.64
H 0.711779 -0.021025 1.563540 -0.78 -0.03 0.01
O -2.273284 -0.050624 -2.912726 0.99 1.78 -0.86
H -2.528404 0.882700 -2.751805 -0.69 -0.90 0.45
H -1.458760 0.213402 -3.403939 -0.08 -1.04 0.14
O 0.211787 1.217179 4.020306 -2.26 0.30 0.09
H -0.498388 1.515776 4.621897 1.00 0.20 0.74
H -0.462176 1.029360 3.339395 1.01 -0.44 -0.61
O 2.571326 0.100312 3.172982 0.37 -0.22 0.01
H 2.332512 0.214135 4.101049 -0.11 0.10 -0.23
H 2.159787 -0.733845 2.918232 -0.09 0.08 0.10
O 2.215526 -0.401329 -1.523045 0.24 0.03 -0.67
H 3.018779 -0.495953 -2.042982 0.25 0.34 0.50
H 2.267297 0.226099 -0.799095 0.64 0.31 -0.24
O -4.355335 1.125418 -1.581503 -0.57 -0.75 -0.11
H -4.514940 1.602989 -2.397673 -0.19 0.27 -0.12
H -4.719644 0.235959 -1.787080 0.49 0.73 0.31
O 1.756878 -3.116166 -1.962609 -0.54 -0.61 -0.10
H 1.468352 -2.989819 -1.049759 0.15 0.13 -0.10
H 1.002812 -3.586678 -2.358468 0.44 0.19 0.08
O 0.433172 0.967698 -3.404267 -0.95 0.50 -0.39
H 0.858069 1.223500 -2.579236 0.27 -0.51 -0.10
H 1.025050 0.465501 -3.962469 0.43 -0.05 0.32
O 1.692368 -3.800319 2.158427 0.02 -0.44 0.09
H 1.897025 -4.065179 1.255898 0.06 0.10 0.10
H 1.965559 -2.883879 2.232450 -0.16 0.17 -0.25
```
Forces are in eV/Å.

Results
Frontier orbital gap = 9.04 eV
SMILES = NCCNCN.O.O.O.O.O.O.O.O
LUMO energy = 0.22 eV
ΔE to the lowest compared entry with this formula, charge and spin = 12.7 kcal/mol

Computed E, in the same sequence as the records: -56974.071, -1050428.974, -99266.355, -24397.780 eV.